[1]
Here is 10 unconnected molecules or ions with the total composition C20H60O10 at a distorted geometry from the Open Molecules 2025 dataset. Energies are from ωB97M-V with the def2-TZVPD basis set.

Output
ΔE to the lowest compared entry with this formula, charge and spin ... 3.431 eV
SMILES ... CCO.CCO.CCO.CCO.CCO.CCO.CCO.CCO.CCO.CCO
HOMO-LUMO gap ... 10.07 eV
Spin multiplicity ... 1
Energy ... -1550.21016 Eh
Lowest unoccupied orbital energy ... 0.089 eV

Geometry as XYZ:
```
90
C20H60O10 (ωB97M-V with the def2-TZVPD basis set)
C 1.3765 -8.8396 1.5345
C 2.2083 -7.5597 1.1801
O 3.4985 -7.8162 1.6178
H 1.2501 -9.0011 2.6050
H 1.7590 -9.7545 1.0820
H 0.3823 -8.6639 1.1236
H 1.7752 -6.7351 1.7462
H 2.1976 -7.3189 0.1171
H 3.9742 -8.4131 1.0356
C 0.8884 3.3337 7.0344
C 0.1267 3.8173 5.7884
O -1.2045 3.4483 5.8818
H 1.9336 3.6428 7.0313
H 0.8991 2.2439 7.0493
H 0.4038 3.7051 7.9374
H 0.5443 3.4060 4.8693
H 0.1974 4.9045 5.7555
H -1.6085 3.4989 5.0124
C -0.2435 0.7226 -0.4350
C 0.7416 -0.2956 0.1167
O 2.0370 0.0146 -0.3027
H -0.0990 1.6904 0.0453
H -1.2858 0.4332 -0.3005
H -0.0063 0.8051 -1.4957
H 0.6157 -1.3204 -0.2326
H 0.7486 -0.3552 1.2050
H 2.6283 -0.4994 0.2521
C 9.3224 -2.2590 -3.1042
C 8.1360 -1.3104 -3.0885
O 7.8474 -1.0052 -4.4216
H 10.1602 -1.6953 -3.5147
H 9.0669 -3.1159 -3.7275
H 9.5959 -2.5743 -2.0973
H 8.3548 -0.3312 -2.6626
H 7.2515 -1.6795 -2.5692
H 7.0434 -0.4810 -4.4428
C -2.0346 -3.1950 5.5123
C -2.4305 -3.8517 6.8188
O -1.9838 -5.2294 6.8096
H -2.0055 -2.1154 5.6601
H -2.6935 -3.4576 4.6847
H -0.9980 -3.4295 5.2703
H -3.5190 -3.8828 6.8663
H -1.9809 -3.3148 7.6540
H -1.1306 -5.2375 7.2496
C 5.7080 -0.4451 4.4085
C 5.4828 -1.9417 4.3871
O 5.5646 -2.2911 3.0527
H 4.8653 0.0499 3.9258
H 6.6698 -0.1573 3.9840
H 5.6891 -0.0677 5.4309
H 4.4799 -2.2075 4.7213
H 6.2670 -2.4714 4.9281
H 5.6547 -3.2463 3.0204
C -6.2099 5.7197 2.6292
C -6.7201 4.3064 2.5635
O -5.6199 3.4822 2.2173
H -5.1378 5.7154 2.8258
H -6.6790 6.1811 3.4982
H -6.3542 6.3368 1.7424
H -7.5552 4.1534 1.8799
H -6.9608 3.9971 3.5806
H -5.8876 2.5602 2.2221
C 3.6573 4.5857 -5.7082
C 3.6174 3.8169 -4.3877
O 3.6300 2.4370 -4.6892
H 3.4655 5.6557 -5.6291
H 2.8550 4.2002 -6.3374
H 4.5830 4.4165 -6.2582
H 2.8040 4.1721 -3.7550
H 4.4456 4.1166 -3.7455
H 3.4497 2.0503 -3.8293
C -8.5261 1.6112 -3.5923
C -9.5009 0.3929 -3.7056
O -10.6471 0.7056 -4.4557
H -8.0308 1.8957 -4.5206
H -7.7354 1.3519 -2.8883
H -9.0825 2.4757 -3.2301
H -9.7369 0.0558 -2.6963
H -8.9667 -0.4076 -4.2173
H -11.0764 -0.1075 -4.7318
C -2.7097 1.1485 -7.7095
C -2.8268 2.2213 -8.8195
O -3.6478 1.8451 -9.8851
H -3.7032 0.8053 -7.4208
H -2.2144 1.4557 -6.7884
H -2.1908 0.2632 -8.0768
H -1.9011 2.5689 -9.2781
H -3.3065 3.0698 -8.3315
H -3.7015 2.5948 -10.4823
```

---

[2]
Here is 10 unconnected molecules or ions with the total composition C20H60O10 at a distorted geometry from the Open Molecules 2025 dataset. Energies are from ωB97M-V with the def2-TZVPD basis set.

Output
ΔE to the lowest compared entry with this formula, charge and spin ... 2.786 eV
SMILES ... CCO.CCO.CCO.CCO.CCO.CCO.CCO.CCO.CCO.CCO
HOMO-LUMO gap ... 10.16 eV
Spin multiplicity ... 1
Energy ... -1550.23386 Eh
Lowest unoccupied orbital energy ... 0.583 eV

Geometry as XYZ:
```
90
C20H60O10 (ωB97M-V with the def2-TZVPD basis set)
C -0.0349 2.6669 -1.8598
C 0.0383 1.2934 -1.2617
O -0.8349 1.1216 -0.1697
H -1.0013 2.7237 -2.4356
H 0.7699 2.9583 -2.4777
H -0.0039 3.4388 -1.1039
H 1.0768 1.1527 -0.8830
H -0.1610 0.5655 -2.0770
H -1.7773 1.1520 -0.4673
C -5.5690 0.8408 1.6695
C -6.2807 1.0922 0.3803
O -6.2681 2.4626 -0.1199
H -5.4848 -0.2588 1.8849
H -6.2129 1.4019 2.3330
H -4.5963 1.2833 1.5995
H -7.3668 0.8237 0.3349
H -5.8609 0.5346 -0.4676
H -6.3231 2.9565 0.7296
C 2.2515 -5.1323 -0.8579
C 2.4286 -3.6614 -0.4940
O 3.6210 -3.4541 0.2622
H 2.2732 -5.6756 0.1086
H 2.8209 -5.4200 -1.7579
H 1.1815 -5.1907 -1.1650
H 1.5675 -3.3035 0.1390
H 2.3545 -3.0067 -1.3597
H 4.0016 -2.5941 -0.1023
C -2.9039 4.3683 3.2001
C -2.2261 3.7226 1.9307
O -1.5191 2.5791 2.3373
H -2.1279 4.8167 3.9351
H -3.5361 3.7259 3.8131
H -3.4934 5.1954 2.9026
H -1.5601 4.6115 1.5203
H -2.9261 3.5549 1.0533
H -1.2222 1.9960 1.5686
C 4.2453 1.0569 -1.9322
C 4.3974 0.0245 -0.9050
O 3.1366 -0.6574 -0.6359
H 3.8930 0.7546 -2.9186
H 5.2428 1.5275 -2.0497
H 3.5690 1.8919 -1.6057
H 4.6399 0.4804 0.0461
H 5.1832 -0.7062 -1.2024
H 2.7703 -0.4065 0.1632
C 0.7710 -2.1717 -5.0128
C -0.2687 -2.2475 -3.9646
O -0.1773 -1.1252 -3.1291
H 0.6217 -1.3067 -5.6778
H 0.7787 -3.0189 -5.6769
H 1.7925 -2.0951 -4.4795
H -0.2802 -3.1908 -3.3789
H -1.2010 -2.1854 -4.4206
H 0.0666 -1.5603 -2.2984
C -1.2009 -1.4264 1.7343
C -1.8497 -1.8660 0.4512
O -3.1333 -1.2367 0.3809
H -1.2489 -0.3482 1.9439
H -0.0731 -1.6892 1.6790
H -1.5977 -1.9082 2.5898
H -1.8895 -2.9516 0.4365
H -1.2215 -1.6736 -0.3901
H -3.2650 -0.9933 -0.5667
C 2.7045 2.1226 3.4673
C 1.6878 1.4715 2.5332
O 2.2406 0.2522 1.9300
H 3.4962 2.5280 2.8907
H 3.0951 1.3108 4.0761
H 2.2505 2.8841 4.1022
H 1.3289 2.0496 1.7026
H 0.7945 1.2434 3.0827
H 2.4677 -0.3578 2.6622
C 5.8218 -1.4528 4.4095
C 5.1364 -2.4382 3.3757
O 4.0725 -1.6250 2.7846
H 5.0632 -1.2048 5.1479
H 6.2777 -0.6321 3.8933
H 6.6565 -1.9204 4.9528
H 4.6930 -3.2678 3.8998
H 5.7134 -2.9031 2.5777
H 3.7015 -2.0402 1.9671
C -4.9977 0.9083 -3.6943
C -3.5239 1.0885 -3.5011
O -2.9681 0.2503 -2.4300
H -5.5561 1.0128 -2.8106
H -5.1508 -0.1438 -3.9866
H -5.3713 1.6073 -4.3911
H -3.2902 2.0883 -3.1884
H -3.0212 0.8964 -4.4637
H -2.1176 -0.0407 -2.8122
```

---

[3]
Here is 10 unconnected molecules or ions with the total composition C20H60O20 at a distorted geometry from the Open Molecules 2025 dataset. Energies are from ωB97M-V with the def2-TZVPD basis set.

Output
ΔE to the lowest compared entry with this formula, charge and spin ... 2.675 eV
SMILES ... OCCO.OCCO.OCCO.OCCO.OCCO.OCCO.OCCO.OCCO.OCCO.OCCO
HOMO-LUMO gap ... 9.51 eV
Spin multiplicity ... 1
Energy ... -2302.59022 Eh
Lowest unoccupied orbital energy ... 0.076 eV

Geometry as XYZ:
```
100
C20H60O20 (ωB97M-V with the def2-TZVPD basis set)
C -26.7035 2.3574 -11.0014
C -27.7033 2.4325 -12.1245
O -27.0984 2.9402 -13.3113
O -27.4370 2.0494 -9.8184
H -26.2729 3.3503 -10.8425
H -25.8906 1.6610 -11.1860
H -28.6438 2.9499 -11.9292
H -28.1214 1.4390 -12.3261
H -26.8173 2.1873 -13.8370
H -27.6891 2.8978 -9.3946
C -29.4532 1.1871 -4.6011
C -28.8650 -0.1746 -4.9754
O -27.7252 0.0984 -5.8563
O -30.5445 0.9820 -3.7398
H -29.8057 1.5795 -5.5607
H -28.6699 1.8173 -4.1808
H -29.5040 -0.7877 -5.6181
H -28.5155 -0.6619 -4.0561
H -27.6173 -0.6681 -6.4206
H -30.6499 1.7494 -3.1812
C -23.5195 6.6188 -9.0437
C -24.7293 5.8390 -8.5546
O -24.2713 4.9937 -7.5135
O -22.5506 5.7340 -9.5875
H -23.0530 7.1516 -8.2011
H -23.8849 7.4697 -9.6278
H -25.1152 5.2336 -9.3781
H -25.5121 6.5515 -8.2783
H -24.9647 4.8040 -6.8678
H -22.5558 5.0136 -8.9380
C -23.0485 1.8281 -8.6612
C -24.4181 1.8713 -8.0407
O -25.3019 0.8141 -8.4567
O -22.3028 0.7012 -8.2761
H -22.5559 2.7152 -8.2507
H -23.0976 1.9505 -9.7489
H -25.0006 2.7739 -8.2461
H -24.3318 1.8902 -6.9469
H -25.8845 1.2682 -9.0890
H -22.8659 -0.0794 -8.3306
C -31.2653 7.6614 -9.6088
C -32.3021 7.0771 -8.6295
O -32.8998 5.9846 -9.3435
O -30.3743 6.6269 -10.0056
H -30.7149 8.4310 -9.0443
H -31.8204 8.1155 -10.4316
H -32.9957 7.8691 -8.3520
H -31.8041 6.7325 -7.7185
H -32.2033 5.6317 -9.9053
H -29.8631 7.0153 -10.7326
C -30.5704 5.4604 -3.5383
C -30.8338 5.9914 -4.9139
O -32.1795 6.0488 -5.3063
O -30.9123 4.0322 -3.4736
H -31.1345 6.0512 -2.8099
H -29.5122 5.3413 -3.2963
H -30.3858 5.3224 -5.6525
H -30.2836 6.9341 -5.0242
H -32.7228 6.4994 -4.6491
H -30.9308 3.7244 -2.5635
C -28.5564 4.9663 -8.0074
C -28.4061 3.8450 -7.0337
O -27.0348 3.5884 -6.8045
O -28.6986 4.4502 -9.3219
H -27.6743 5.6111 -7.9194
H -29.4357 5.5700 -7.7668
H -28.9014 2.9432 -7.4148
H -28.9537 4.0171 -6.1026
H -27.0258 2.8810 -6.1445
H -28.9169 5.1866 -9.8981
C -27.4893 7.6202 -12.8380
C -26.6868 6.5680 -12.0937
O -26.7823 6.7366 -10.6825
O -28.8842 7.5270 -12.4603
H -27.3025 7.5411 -13.9115
H -27.2399 8.6457 -12.5303
H -25.6404 6.6417 -12.4146
H -27.0445 5.5739 -12.3619
H -26.6764 7.6699 -10.4700
H -29.4066 7.7058 -13.2488
C -26.0372 3.7979 -4.0566
C -25.2697 2.4541 -3.9022
O -26.1557 1.4510 -3.5006
O -25.3077 4.7449 -4.8350
H -26.1538 4.0553 -3.0014
H -26.9487 3.5771 -4.6148
H -24.4120 2.6424 -3.2532
H -24.8309 2.2126 -4.8759
H -26.0442 0.7079 -4.1028
H -25.6456 5.5854 -4.5038
C -31.3977 1.7100 -11.2968
C -31.8963 2.5681 -10.1384
O -33.0964 3.2571 -10.4277
O -30.2167 0.9950 -10.9088
H -31.1769 2.3545 -12.1654
H -32.1845 1.0209 -11.6008
H -31.1032 3.2144 -9.7169
H -32.0439 1.9405 -9.2505
H -32.9313 3.8646 -11.1562
H -29.6748 1.6874 -10.4968
```